[1]
DFT (ωB97M-V/def2-TZVPD) results for a cluster of 5 separate species, C17H48N4O5 in total.

Summary:
- highest occupied orbital energy (eV) = -8.981
- charge = 0
- calculated total energy (eV) = -34601.4026
- energy above the lowest of the compared OMol25 structures with the same formula, charge and spin (kJ/mol) = 186.86
- M (u) = 388.59
- structure (SMILES) = COC[C@H](C)N.COC[C@H](C)N.COC[C@H](C)N.COC[C@H](C)N.CO

```
74
C17H48N4O5 ωB97M-V/def2-TZVPD
C 11.2602 8.6161 13.5064
O 11.6321 9.4799 14.5738
C 12.0309 10.7362 14.0679
C 12.3949 11.7243 15.1428
C 13.6903 11.3391 15.8584
N 11.3189 11.8777 16.0646
H 10.2525 8.9370 13.1823
H 11.3379 7.5910 13.7896
H 11.9667 8.7624 12.6485
H 12.8238 10.4831 13.2999
H 11.1882 11.0987 13.4840
H 12.5396 12.7150 14.6079
H 13.8290 11.8470 16.8297
H 14.5701 11.5556 15.1934
H 13.7397 10.2814 16.1787
H 10.4936 12.0996 15.6081
H 11.2008 11.0345 16.5986
C 7.2041 15.5315 16.1558
O 6.1762 15.9834 15.3322
C 6.6105 15.7849 14.0247
C 5.6708 16.3430 12.9466
C 4.2759 15.6746 13.0793
N 6.2564 16.1834 11.6069
H 8.0471 16.1614 16.2279
H 7.5272 14.5509 15.8392
H 6.7400 15.5004 17.0944
H 7.6681 16.1639 13.8104
H 6.5790 14.6873 13.8099
H 5.6190 17.4178 13.2107
H 3.9510 15.6263 14.0861
H 4.1241 14.7156 12.5734
H 3.5808 16.3440 12.5718
H 5.4467 16.0887 10.9259
H 6.8257 15.3724 11.4342
C 10.5249 19.3997 6.6819
O 9.8757 18.4335 7.5019
C 8.4969 18.6832 7.4399
C 7.7012 17.5556 8.1253
C 7.7801 16.2926 7.3039
N 6.3438 17.9889 8.3650
H 10.4908 20.3936 7.1050
H 10.0509 19.5524 5.7019
H 11.6001 19.1701 6.4854
H 8.2576 19.5903 7.9586
H 8.1554 18.6913 6.3806
H 8.1744 17.5537 9.1217
H 7.2598 16.4872 6.3718
H 7.3292 15.3738 7.7355
H 8.7911 16.1152 6.9969
H 5.6435 17.3434 8.0821
H 6.2982 18.0568 9.3779
C 8.7253 8.0771 16.5925
O 8.1511 8.1704 15.3227
C 6.9101 7.4336 15.1820
C 6.5137 7.4456 13.7448
C 5.1555 6.7098 13.5339
N 7.5420 6.9312 12.8234
H 9.5057 8.7772 16.7047
H 9.0043 7.0549 16.6219
H 7.9312 8.3582 17.3408
H 7.0719 6.3642 15.4563
H 6.1235 7.8379 15.8353
H 6.4144 8.4540 13.4628
H 5.1857 5.6248 13.6874
H 4.8756 6.8485 12.5160
H 4.3411 7.0737 14.1756
H 7.5468 5.9475 12.9464
H 8.4369 7.3362 13.0502
C 7.7556 10.7733 12.3540
O 8.5427 10.7269 13.5180
H 6.6800 10.6321 12.5571
H 7.8358 11.7866 11.9639
H 8.0080 10.0096 11.6246
H 8.2611 9.8880 13.9938
```

=====

[2]
DFT (ωB97M-V/def2-TZVPD) results for a cluster of 6 separate species, C17H48N4O8 in total.

Summary:
- highest occupied orbital energy (eV) = -8.740
- charge = 0
- calculated total energy (eV) = -40737.4305
- energy above the lowest of the compared OMol25 structures with the same formula, charge and spin (kJ/mol) = 111.52
- M (u) = 436.59

```
77
C17H48N4O8 ωB97M-V/def2-TZVPD
O -1.0698 -0.1156 0.7860
H -1.9749 -0.5245 0.8859
H -0.6129 -1.0249 0.9610
H -0.9301 0.6177 1.4684
C -0.3619 -3.0996 1.4749
O 0.2203 -2.6472 0.4847
O -0.0492 -4.3307 1.8353
O -1.0213 -2.4355 2.3142
H 0.4982 -4.7234 1.1238
C 5.1494 2.1455 0.5418
C 5.8856 1.0127 1.3582
C 5.1561 -0.3480 1.0606
O 3.7645 -0.2865 1.3376
C 3.0118 -1.5312 1.4907
N 7.3404 0.8774 1.0317
H 5.1566 1.9798 -0.4983
H 5.8493 3.1632 0.9601
H 4.0536 2.1765 0.8842
H 5.6877 1.1600 2.3242
H 5.6256 -1.1087 1.5006
H 5.0915 -0.5405 -0.0611
H 3.2490 -2.1783 2.2731
H 2.7414 -2.0977 0.5601
H 2.1003 -1.1850 1.9841
H 7.4227 0.2232 0.3491
H 7.7611 0.2999 2.0263
C 1.5905 1.7627 -5.7321
C 0.4634 1.8423 -4.6801
C 0.5993 1.2405 -3.4103
O 0.6734 -0.1787 -3.5217
C 1.2897 -0.8130 -2.3767
N 0.1651 3.2179 -4.5398
H 1.5348 1.9992 -6.6811
H 1.9613 0.7334 -5.7786
H 2.3447 2.3009 -5.2879
H -0.3505 1.4488 -5.1686
H -0.1973 1.6168 -2.7556
H 1.5119 1.5119 -2.9186
H 0.5750 -0.3904 -1.5635
H 2.4290 -0.3474 -2.0771
H 1.4105 -1.9266 -2.5197
H 0.0759 3.8344 -5.4326
H -0.6776 3.5226 -3.9637
C -3.1027 -2.3394 -0.8241
C -4.2293 -1.9268 0.0530
C -5.1541 -3.1399 0.3789
O -5.9224 -3.5017 -0.7054
C -6.7527 -4.5775 -0.4077
N -3.5427 -1.4821 1.2902
H -2.5589 -3.1909 -0.5631
H -2.1945 -1.6943 -0.8198
H -3.5517 -2.5413 -1.8045
H -4.8382 -1.0353 -0.4640
H -5.9021 -2.8765 1.2082
H -4.6561 -4.1524 0.9004
H -6.4021 -5.4890 -0.0934
H -7.1769 -4.9360 -1.3624
H -7.5576 -4.1352 0.0714
H -3.0811 -2.2391 1.7304
H -4.1230 -1.4058 2.1002
C 1.0245 2.2192 2.1231
C -0.0880 2.2724 3.0476
C -1.3532 3.2204 2.6453
O -1.5870 2.8183 1.3614
C -2.6415 3.5061 0.6383
N -0.6637 0.9812 3.1202
H 1.7274 1.6267 2.5944
H 1.3178 3.2770 1.9821
H 0.9157 1.5920 1.0895
H -0.0127 2.5216 4.1618
H -0.8281 4.1791 2.5976
H -2.0945 3.3004 3.4143
H -2.3897 4.5909 0.6542
H -3.6619 3.2386 0.8848
H -2.4584 3.1425 -0.3018
H -1.4780 0.8385 3.6458
H -0.1268 0.4840 3.6036
```

=====

[3]
DFT (ωB97M-V/def2-TZVPD) results for a cluster of 8 separate species, C17H50N11O11 in total.

Summary:
- highest occupied orbital energy (eV) = -1.090
- charge = -1
- calculated total energy (eV) = -57347.7530
- M (u) = 584.65

```
89
C17H50N11O11 ωB97M-V/def2-TZVPD
N -1.5896 -0.5203 0.0447
H -2.5507 -0.6307 0.3350
H -1.5171 0.4518 -0.2199
H -1.6027 -1.0655 -0.8054
H -0.8773 -0.8090 0.6999
C -5.5685 -2.3082 0.3878
O -5.5081 -1.1978 -0.1592
O -6.5044 -3.0865 0.0622
O -4.6925 -2.5065 1.1742
C 4.0371 0.8354 -5.2059
O 2.6116 0.8693 -5.4588
C 1.8119 1.1874 -4.3174
C 2.2427 2.2619 -3.2985
N 1.9529 3.6714 -3.7041
C 2.6670 4.6479 -2.9599
C 2.3033 4.6993 -1.4715
O 3.2040 5.4881 -0.7339
C 3.4482 5.2091 0.6666
H 4.4004 1.8287 -4.9426
H 4.3741 0.7065 -6.2344
H 4.3634 -0.0602 -4.6772
H 1.7194 0.2305 -3.8036
H 0.8174 1.2931 -4.7508
H 3.3218 2.1240 -3.2303
H 1.7795 2.1974 -2.3140
H 2.2466 3.7389 -4.6681
H 2.4507 5.6149 -3.4141
H 3.7080 4.3499 -3.0847
H 2.3199 3.6799 -1.0859
H 1.2655 4.9765 -1.2867
H 4.0751 4.3199 0.7331
H 2.4775 5.2290 1.1620
H 3.9753 6.0897 1.0336
C 0.2862 1.9497 5.1939
O 0.6570 0.7166 4.9917
C -0.1118 -0.1400 4.2278
C 0.6780 -1.2574 3.7539
N 1.2987 -1.0242 2.4626
C 2.3484 -0.0447 2.5640
C 3.1452 -0.2549 1.2934
O 3.7757 -1.5436 1.1942
C 5.1888 -1.4164 1.2223
H 0.8501 2.4726 4.4215
H 0.8004 2.2954 6.0907
H -0.7133 2.3791 5.2638
H -0.8324 0.3779 3.5949
H -0.8393 -0.5846 4.9069
H -0.0408 -2.0446 3.5264
H 1.3614 -1.5408 4.5544
H 1.8226 -1.8573 2.2358
H 3.0121 -0.2337 3.4077
H 1.9023 0.9423 2.6861
H 3.8019 0.5707 1.0190
H 2.4678 -0.2929 0.4403
H 5.7429 -2.3544 1.1860
H 5.5081 -1.0718 2.2058
H 5.5381 -0.5631 0.6409
C -3.1440 2.7410 -2.5905
O -2.4795 2.8249 -1.5502
N -4.2839 2.0492 -2.6872
N -2.7308 3.2348 -3.7182
H -4.6058 1.4783 -1.9187
H -4.8306 2.1821 -3.5260
H -1.8358 3.6901 -3.8263
H -3.3018 2.9908 -4.5148
C -2.3576 -6.7735 1.1273
O -1.7928 -7.7770 0.8814
N -1.8269 -5.5810 1.3043
N -3.6312 -6.6483 1.0611
H -2.5457 -4.8738 1.2471
H -0.8728 -5.4058 1.5857
H -4.0990 -7.4927 0.7637
H -4.1580 -5.7869 1.0846
C 0.5412 -4.2662 -3.0985
O -0.1542 -3.3686 -2.7120
N 0.7687 -5.3821 -2.4561
N 1.2969 -4.1883 -4.1190
H 0.4220 -5.4212 -1.5083
H 1.5037 -6.0159 -2.7359
H 0.9364 -3.6138 -4.8674
H 1.6739 -5.0778 -4.4134
C -5.3626 1.1861 4.6390
O -5.2323 1.7265 5.7014
N -5.2334 -0.0406 4.4654
N -5.7556 1.7657 3.5893
H -4.9604 -0.4923 3.6043
H -5.2050 -0.7344 5.1989
H -5.5085 1.3528 2.7013
H -6.0453 2.7227 3.7318
```